1.
DFT (ωB97M-V/def2-TZVPD) results for a structure of composition C27H35FN4P2Ru.

Atoms and positions in Å:
Ru (0.369537, 1.205353, 0.077198)
C (-1.549080, 1.437653, -2.722174)
C (-1.200284, 0.200235, -2.415044)
C (-0.241020, -0.629625, -3.272103)
C (1.131993, 0.101771, -3.371138)
C (1.487149, 0.831748, -2.092899)
C (0.917817, 2.017140, -1.644371)
C (0.309467, 3.020323, -2.554885)
C (-0.748132, 2.413453, -3.507362)
C (0.842664, 0.499250, 2.338678)
H (-2.566385, 1.786543, -2.571840)
H (-1.726898, -0.377214, -1.616098)
H (-0.689576, -0.828471, -4.284566)
H (-0.153189, -1.640198, -2.819379)
H (1.897634, -0.677214, -3.580457)
H (1.146150, 0.721249, -4.287241)
H (2.321534, 0.324596, -1.629022)
H (1.307903, 2.576128, -0.753193)
H (1.045048, 3.575166, -3.167244)
H (-0.148784, 3.799742, -1.939485)
H (-1.360743, 3.213285, -3.970736)
H (-0.236537, 1.918318, -4.347366)
H (-0.070447, 1.106282, 2.446470)
H (1.602864, 1.037401, 2.870815)
H (0.592391, -0.424432, 2.840089)
P (1.455079, -0.652468, 0.794095)
P (-1.676795, -0.269792, 0.793101)
N (3.002575, 0.389295, 0.473193)
N (2.581154, -1.782094, 1.753639)
N (-2.999498, 0.735942, -0.063807)
N (-2.822706, -1.419717, 1.850068)
C (0.614555, -1.906301, -0.345143)
C (-0.906342, -1.958326, -0.083476)
C (2.715974, 1.730727, 0.683840)
C (3.812864, 2.492897, 0.316376)
C (4.772104, 1.599264, -0.215437)
C (4.260314, 0.303634, -0.122265)
C (3.506102, -1.263712, 2.637343)
C (4.217133, -2.295296, 3.218225)
C (3.716331, -3.511522, 2.665407)
C (2.727387, -3.168808, 1.741858)
C (-2.674061, 2.063499, -0.283922)
C (-3.810768, 2.742893, -0.663067)
C (-4.888610, 1.799244, -0.688222)
C (-4.366212, 0.569683, -0.283038)
C (-3.894930, -2.222512, 1.508535)
C (-4.380123, -2.876694, 2.629703)
C (-3.537925, -2.539330, 3.692657)
C (-2.587010, -1.658550, 3.195007)
H (1.035073, -2.914014, -0.218638)
H (0.914456, -1.661113, -1.361459)
H (-1.518091, -2.141138, -0.981662)
H (-1.120992, -2.778588, 0.610024)
H (1.753744, 2.143732, 1.078215)
H (3.836805, 3.565143, 0.490989)
H (5.721749, 1.916844, -0.617371)
H (4.675241, -0.646872, -0.446453)
H (3.603402, -0.208973, 2.775664)
H (5.009812, -2.198526, 3.919438)
H (4.029133, -4.512324, 2.885956)
H (2.130261, -3.773212, 1.082210)
H (-1.674556, 2.401245, -0.150026)
H (-3.876826, 3.802808, -0.821238)
H (-5.926895, 2.023066, -0.903247)
H (-4.869123, -0.362434, -0.218903)
H (-4.265922, -2.239334, 0.497054)
H (-5.241730, -3.505212, 2.651573)
H (-3.598691, -2.880606, 4.696068)
H (-1.811877, -1.136900, 3.701220)
F (-1.922648, 0.995937, 2.099287)

Atoms 1-6, force components in eV/Å:
Ru -2.50 -1.98 1.15
C -1.59 0.84 -1.25
C -0.22 -2.32 -0.01
C -0.24 0.26 0.49
C 0.43 -0.90 -0.96
C 0.11 0.41 -0.42

Output
Net charge: +2
Calculated total energy in hartree: -2145.324953
ΔE to the lowest compared entry with this formula, charge and spin in kcal/mol: 116.6
2S+1: 5

***

2.
DFT (ωB97M-V/def2-TZVPD) results for a structure of composition C27H35HgN8O6P3S.

Atoms and positions in Å:
Hg (0.575818, 0.306713, 0.321656)
S (-0.848785, 1.521453, 1.844264)
C (-1.418786, 0.086234, 2.765691)
N (-2.486925, 0.164872, 3.514996)
N (-3.132891, 1.364583, 3.511505)
C (-4.330855, 1.518163, 4.153824)
C (-5.014701, 2.739434, 4.048002)
C (-6.220837, 2.926564, 4.699255)
C (-6.782713, 1.912000, 5.467689)
C (-6.106740, 0.700576, 5.566899)
C (-4.896942, 0.491757, 4.923043)
N (-0.751813, -1.098268, 2.809541)
N (0.115133, -1.401938, 1.861487)
C (0.961820, -2.451777, 2.189165)
C (1.371018, -3.317831, 1.167432)
C (2.277927, -4.336012, 1.408753)
C (2.787698, -4.530990, 2.686542)
C (2.344273, -3.708296, 3.717685)
C (1.435273, -2.687672, 3.484891)
H (-2.773520, 2.110369, 2.931222)
H (-4.580026, 3.535283, 3.451065)
H (-6.733268, 3.876893, 4.603410)
H (-7.727554, 2.063069, 5.974853)
H (-6.531941, -0.100958, 6.160238)
H (-4.368050, -0.448344, 4.992222)
H (0.893927, -3.189911, 0.199875)
H (2.573308, -5.003875, 0.605250)
H (3.519716, -5.306522, 2.873853)
H (2.721054, -3.863996, 4.722480)
H (1.087276, -2.047838, 4.284114)
N (3.077543, -2.623317, -1.552588)
C (3.478714, -1.275455, -2.152473)
C (4.605907, -1.478834, -3.150664)
P (4.083705, -0.406722, -0.593613)
O (5.176700, 0.631893, -1.137710)
O (4.750121, -1.546568, 0.101288)
O (2.946326, 0.348814, 0.018240)
P (1.923663, -0.609282, -2.873796)
O (1.697304, -1.790708, -3.994823)
O (2.103150, 0.687083, -3.572602)
O (0.883983, -0.805808, -1.801460)
H (3.726358, -2.749901, -0.740602)
H (3.121344, -3.375239, -2.234896)
H (2.119588, -2.540077, -1.196491)
H (5.525645, -1.768320, -2.639730)
H (4.789136, -0.545386, -3.678644)
H (4.337240, -2.239384, -3.887350)
H (4.874186, 1.547181, -1.038604)
H (1.304748, -1.397946, -4.781180)
C (-1.690322, 1.600004, -3.432319)
P (-1.571805, 1.561499, -1.588757)
C (-3.141462, 0.704377, -1.184885)
C (-1.996550, 3.304150, -1.209459)
C (-1.269491, 4.334539, -1.806458)
C (-1.506473, 5.661652, -1.478164)
C (-2.476169, 5.984537, -0.538077)
C (-3.209608, 4.970678, 0.061037)
C (-2.970536, 3.643248, -0.270117)
H (-2.553752, 2.169824, -3.780183)
H (-1.768260, 0.568181, -3.780962)
H (-0.776988, 2.017869, -3.858120)
H (-4.010693, 1.235813, -1.577891)
H (-3.227538, 0.593289, -0.102772)
H (-3.099282, -0.294698, -1.621774)
H (-0.503838, 4.102701, -2.538744)
H (-0.925145, 6.444134, -1.951363)
H (-2.653543, 7.018696, -0.269812)
H (-3.970489, 5.211621, 0.793613)
H (-3.540081, 2.865512, 0.222976)
N (3.765412, 3.082422, -3.111585)
C (3.361502, 3.228967, -1.806799)
C (2.043762, 2.907058, -1.424099)
N (1.643182, 2.993428, -0.177938)
C (2.521687, 3.451751, 0.723374)
C (3.803395, 3.776989, 0.351487)
N (4.244880, 3.647946, -0.909212)
H (3.284491, 2.344439, -3.613487)
H (4.762713, 3.127168, -3.242149)
H (1.354569, 2.495863, -2.154583)
H (2.185770, 3.512188, 1.750946)
H (4.528498, 4.120559, 1.080147)

Atoms 1-6, force components in eV/Å:
Hg 0.17 -0.31 -0.09
S -0.06 -0.11 0.13
C 0.25 0.17 -0.13
N 0.01 -0.02 -0.03
N -0.10 -0.05 0.12
C 0.05 -0.02 0.00

Output
Net charge: -1
Calculated total energy in hartree: -3515.326731
ΔE to the lowest compared entry with this formula, charge and spin in kcal/mol: 0.0
2S+1: 2

***

3.
DFT (ωB97M-V/def2-TZVPD) results for a structure of composition C27H35KN6O8.

Atoms and positions in Å:
K (0.339332, -0.072754, 1.169537)
O (3.331525, -2.645015, -0.228461)
C (2.654727, -1.618594, -0.372870)
O (1.406171, -1.555395, -0.607952)
C (3.424972, -0.271354, -0.411131)
C (2.756133, 0.779428, -1.317580)
C (3.828798, 1.732651, -1.867223)
C (4.150553, 2.573316, -0.605325)
C (3.184362, 1.958958, 0.419933)
O (2.043752, 1.640065, -0.406066)
C (3.686981, 0.580522, 0.879165)
C (3.128019, 0.247305, 2.303169)
O (3.499783, 1.066749, 3.167493)
O (2.399567, -0.760028, 2.443032)
H (4.399034, -0.540209, -0.825379)
H (2.057311, 0.364376, -2.038237)
H (3.421699, 2.355185, -2.666840)
H (4.692407, 1.193129, -2.257459)
H (3.920609, 3.629763, -0.765760)
H (5.188766, 2.496101, -0.281896)
H (2.893463, 2.603560, 1.242830)
H (4.762625, 0.645026, 1.054109)
O (-4.567673, 1.753021, 1.900575)
C (-3.480016, 1.188498, 1.982605)
N (-2.258604, 1.752274, 2.092893)
C (-2.091339, 2.857055, 2.826731)
O (-2.787634, 3.300120, 3.743700)
C (-0.799220, 3.610196, 2.527110)
C (-0.233006, 4.387226, 3.535175)
C (0.926022, 5.089682, 3.269718)
C (1.471891, 5.022214, 1.995115)
C (0.832301, 4.233116, 1.053863)
N (-0.269235, 3.531017, 1.308576)
C (-3.471133, -0.333173, 1.846223)
C (-4.669777, -0.985031, 1.580151)
C (-4.673292, -2.364626, 1.471773)
C (-3.482436, -3.052102, 1.640047)
C (-2.338353, -2.318456, 1.913802)
N (-2.325906, -0.992293, 2.013678)
H (-0.721962, 4.410274, 4.498279)
H (1.405696, 5.676598, 4.043888)
H (2.385610, 5.543791, 1.740748)
H (1.234714, 4.128881, 0.050430)
H (-5.559736, -0.384405, 1.457387)
H (-5.590419, -2.896886, 1.246810)
H (-3.419377, -4.126830, 1.535635)
H (-1.384798, -2.823014, 2.030032)
C (-1.162826, -5.696982, -1.904221)
C (-0.129788, -4.825542, -1.194967)
C (1.129443, -4.690103, -2.056188)
C (0.245963, -5.430148, 0.154231)
N (-0.754322, -3.527905, -0.886159)
N (-0.960968, -2.746916, -2.076469)
H (-0.735900, -6.669813, -2.166244)
H (-1.495110, -5.199204, -2.816104)
H (-2.032010, -5.853277, -1.260101)
H (1.579702, -5.674787, -2.220728)
H (1.863437, -4.045250, -1.566936)
H (0.873422, -4.265790, -3.029152)
H (0.673939, -6.427239, 0.022406)
H (-0.636348, -5.506893, 0.794798)
H (0.992910, -4.804573, 0.649569)
H (-0.073853, -3.009995, -0.329601)
H (-1.754119, -2.144369, -1.887290)
H (-0.159950, -2.121958, -2.164934)
C (-2.005773, 2.181832, -3.604613)
N (-1.898778, 2.380000, -2.181993)
C (-1.652925, 3.716531, -1.699097)
C (-2.077390, 1.341999, -1.325702)
O (-2.329050, 0.202094, -1.680439)
H (-2.847416, 2.749509, -4.017058)
H (-2.159364, 1.122502, -3.794818)
H (-1.090386, 2.511893, -4.105294)
H (-2.485602, 4.383424, -1.950191)
H (-0.739824, 4.121516, -2.147904)
H (-1.517260, 3.690564, -0.618724)
H (-1.962764, 1.628949, -0.268108)

Atoms 1-6, force components in eV/Å:
K -0.67 0.33 0.10
O -0.02 0.00 0.03
C -0.02 0.02 0.02
O 0.05 -0.01 0.04
C 0.08 0.02 -0.04
C 0.01 -0.03 0.00

Output
Net charge: -2
Calculated total energy in hartree: -2580.432780
ΔE to the lowest compared entry with this formula, charge and spin in kcal/mol: 17.1